(1)
The following is a quantum chemistry calculation of a structure of composition H5N3O2, from OMol25.

Cartesian coordinates (Å):
N -0.869 0.304 -0.961
N 0.257 0.970 -1.073
N -0.289 -1.593 1.046
O -0.116 -1.109 -0.220
O 0.634 1.716 0.120
H 0.784 2.616 -0.199
H -1.490 0.761 -0.289
H 0.999 0.229 -1.147
H -0.345 -2.607 1.028
H 0.435 -1.289 1.693

## Properties
Energy relative to the best compared isomer or geometry (same formula, charge and spin) (kcal per mole): 53.1
HOMO-LUMO gap (eV): 9.4
M (g mol⁻¹): 79.06
Strongest force on any atom (eV/A): 1.77

Here are the Löwdin charges for atoms 1 to 4, given in e:
1 N 0.0634
2 N -0.1598
3 N -0.0464
4 O -0.2597

(2)
The following is a quantum chemistry calculation of a cluster of 2 separate species, H5N3O2P in total, from OMol25.

Cartesian coordinates (Å):
N -3.567 -0.854 0.102
N 2.475 0.307 0.002
N -2.457 -0.432 -0.445
O -0.427 0.903 -1.103
O -1.255 1.065 1.375
P -1.587 1.000 -0.119
H -3.464 -0.802 1.185
H 1.995 1.143 0.250
H 2.474 0.549 -0.978
H 1.754 -0.411 0.082
H -2.595 -0.318 -1.535

## Properties
Energy relative to the best compared isomer or geometry (same formula, charge and spin) (kcal per mole): 0.0
HOMO-LUMO gap (alpha / beta) (eV): 7.5 / 8.8
Expectation value of S²: 2.01
Spin multiplicity: 3
Net charge: -1
M (g mol⁻¹): 110.03
Strongest force on any atom (eV/A): 4.21

Here are the Löwdin charges for atoms 1 to 4, given in e:
1 N -0.0964
2 N -0.0062
3 N -0.3693
4 O -0.4950

(3)
The following is a quantum chemistry calculation of an isolated molecule of H5N3Si, from OMol25.

Cartesian coordinates (Å):
N 2.255 -0.115 0.017
N 1.075 0.391 0.265
N -0.110 -0.340 0.063
Si -1.791 0.101 0.060
H 2.409 -0.909 -0.534
H 3.048 0.437 0.344
H -2.238 1.580 -0.051
H -2.166 -0.653 -1.321
H -2.481 -0.492 1.157

## Properties
Energy relative to the best compared isomer or geometry (same formula, charge and spin) (kcal per mole): 20.6
Structure (SMILES): N/N=N/[SiH3]
HOMO-LUMO gap (alpha / beta) (eV): 9.2 / 9.2
M (g mol⁻¹): 75.15
Strongest force on any atom (eV/A): 7.34

Here are the Löwdin charges for atoms 1 to 4, given in e:
1 N 0.0273
2 N -0.1369
3 N -0.2478
4 Si 0.4563

(4)
The following is a quantum chemistry calculation of the ion H5N4O with charge -1, from OMol25.

Cartesian coordinates (Å):
N 0.836 1.663 -0.083
N 0.985 0.222 0.069
N -0.311 -0.273 0.639
N -0.402 -1.634 0.137
O -1.283 0.590 0.063
H 1.107 1.796 0.878
H -0.312 1.490 -0.130
H 1.023 -0.199 -1.066
H -1.383 -1.983 0.353
H -0.259 -1.670 -0.859

## Properties
Energy relative to the best compared isomer or geometry (same formula, charge and spin) (kcal per mole): 48.3
Structure (SMILES): NNN(N)[O-]
HOMO-LUMO gap (eV): 8.2
Net charge: -1
M (g mol⁻¹): 77.07
Strongest force on any atom (eV/A): 4.40

Here are the Löwdin charges for atoms 1 to 4, given in e:
1 N -0.1366
2 N -0.2261
3 N -0.3703
4 N -0.0518

(5)
The following is a quantum chemistry calculation of an isolated molecule of H5N5, from OMol25.

Cartesian coordinates (Å):
N 1.993 -0.372 -0.289
N 0.707 0.064 -0.285
N 0.138 -0.062 0.859
N -1.093 0.556 0.738
N -1.868 -0.321 -0.023
H 2.222 -1.100 0.390
H 2.685 0.190 -0.755
H -0.970 1.457 0.237
H -2.837 -0.011 0.045
H -0.979 -0.400 -0.917

## Properties
Energy relative to the best compared isomer or geometry (same formula, charge and spin) (kcal per mole): 51.6
Structure (SMILES): N/N=N/NN
HOMO-LUMO gap (eV): 9.2
M (g mol⁻¹): 75.07
Strongest force on any atom (eV/A): 4.80

Here are the Löwdin charges for atoms 1 to 4, given in e:
1 N 0.0112
2 N -0.1282
3 N -0.0578
4 N -0.2595

(6)
The following is a quantum chemistry calculation of a cluster of 2 separate species, H5NO in total, from OMol25.

Cartesian coordinates (Å):
N 0.509 0.273 1.136
H -0.450 0.183 1.172
H 0.883 0.190 0.208
H 0.957 0.897 1.714
O -0.526 -0.461 -1.102
H -0.397 0.150 -1.847
H -0.976 -1.232 -1.280

## Properties
Energy relative to the best compared isomer or geometry (same formula, charge and spin) (kcal per mole): 16.1
Structure (SMILES): N.O
HOMO-LUMO gap (eV): 9.8
M (g mol⁻¹): 35.05
Strongest force on any atom (eV/A): 3.52

Here are the Löwdin charges for atoms 1 to 4, given in e:
1 N 0.0355
2 H -0.0316
3 H -0.0120
4 H -0.0297

(7)
The following is a quantum chemistry calculation of a cluster of 2 separate species, H5NO2P2 in total, from OMol25.

Cartesian coordinates (Å):
N 0.669 0.043 -1.019
O 2.305 0.177 1.012
O -0.840 1.151 1.773
P -1.907 0.380 0.997
P 1.327 1.102 0.065
H -0.202 0.309 -1.521
H 0.753 -0.968 -0.993
H 1.839 0.238 1.882
H -1.204 -0.889 0.680
H -1.813 0.656 -0.491

## Properties
Energy relative to the best compared isomer or geometry (same formula, charge and spin) (kcal per mole): 62.6
HOMO-LUMO gap (alpha / beta) (eV): 6.5 / 6.5
M (g mol⁻¹): 112.99
Strongest force on any atom (eV/A): 2.58

Here are the Löwdin charges for atoms 1 to 4, given in e:
1 N -0.2116
2 O -0.3392
3 O -0.7572
4 P 0.4905

(8)
The following is a quantum chemistry calculation of a cluster of 2 separate species, H5NO3Si in total, from OMol25.

Cartesian coordinates (Å):
N -0.634 1.366 0.623
O -0.613 -1.143 0.831
O 2.109 -0.208 -0.219
O -0.685 -0.317 -1.855
Si -0.303 -0.003 -0.321
H -0.981 2.251 0.079
H 0.206 1.696 1.115
H -0.090 -1.841 0.986
H 2.181 -0.678 0.596
H -1.191 -1.121 -1.834

## Properties
Energy relative to the best compared isomer or geometry (same formula, charge and spin) (kcal per mole): 79.0
HOMO-LUMO gap (eV): 9.2
M (g mol⁻¹): 95.13
Strongest force on any atom (eV/A): 5.56

Here are the Löwdin charges for atoms 1 to 4, given in e:
1 N -0.0467
2 O -0.0692
3 O -0.3568
4 O -0.0607

(9)
The following is a quantum chemistry calculation of a cluster of 2 separate species, H5NO3Si in total, from OMol25.

Cartesian coordinates (Å):
N 0.248 0.575 0.558
Si -1.138 -0.299 0.177
O -1.816 -0.726 -1.119
O -1.824 -0.736 1.565
H 0.948 0.039 -0.020
H 0.680 0.755 1.540
H -2.743 -0.992 1.481
O 1.317 -0.387 -2.008
H 1.650 -0.179 -2.898
H 0.306 -0.365 -1.976

## Properties
Energy relative to the best compared isomer or geometry (same formula, charge and spin) (kcal per mole): 63.8
Structure (SMILES): N[Si](=O)O.O
HOMO-LUMO gap (eV): 10.9
M (g mol⁻¹): 95.13
Strongest force on any atom (eV/A): 2.93

Here are the Löwdin charges for atoms 1 to 4, given in e:
1 N -0.0459
2 Si 0.2716
3 O -0.2906
4 O -0.1051

(10)
The following is a quantum chemistry calculation of an isolated molecule of H5NOSSi, from OMol25.

Cartesian coordinates (Å):
N -1.401 -0.511 0.345
Si 0.101 0.342 0.139
O 0.312 1.751 0.887
S 1.633 -1.288 0.753
H -1.525 -1.531 0.350
H -2.258 -0.161 -0.151
H 0.107 0.665 -1.444
H -0.207 2.542 0.927
H 1.392 -1.590 1.999

## Properties
Energy relative to the best compared isomer or geometry (same formula, charge and spin) (kcal per mole): 14.1
Structure (SMILES): N[Si@@H](O)S
HOMO-LUMO gap (eV): 9.9
M (g mol⁻¹): 95.20
Strongest force on any atom (eV/A): 2.73

Here are the Löwdin charges for atoms 1 to 4, given in e:
1 N -0.1641
2 Si 0.1504
3 O -0.1967
4 S 0.3611

(11)
The following is a quantum chemistry calculation of a cluster of 2 separate species, H5NOSSi in total, from OMol25.

Cartesian coordinates (Å):
N -0.234 -1.307 0.676
Si -0.887 -0.511 -0.685
O -0.681 1.062 -0.356
S -1.883 -1.372 -2.183
H -0.663 -2.210 0.959
H 0.203 -0.834 1.406
H -0.680 1.328 0.531
H 2.489 1.587 -0.117
H 2.336 2.258 -0.232

## Properties
Energy relative to the best compared isomer or geometry (same formula, charge and spin) (kcal per mole): 22.6
Structure (SMILES): N[Si](O)=S.[H][H]
HOMO-LUMO gap (eV): 9.1
M (g mol⁻¹): 95.20
Strongest force on any atom (eV/A): 2.93

Here are the Löwdin charges for atoms 1 to 4, given in e:
1 N -0.0741
2 Si -0.0263
3 O -0.1789
4 S 0.1641

(12)
The following is a quantum chemistry calculation of an isolated molecule of H5NOSi2, from OMol25.

Cartesian coordinates (Å):
N -0.032 0.454 1.082
O -0.299 -0.695 -1.173
Si -0.295 1.217 -0.441
Si 0.022 -1.359 0.203
H 0.779 0.788 1.733
H -1.592 1.999 -0.644
H 0.641 1.808 -1.529
H 1.422 -1.718 0.092
H -0.645 -2.495 0.677

## Properties
Energy relative to the best compared isomer or geometry (same formula, charge and spin) (kcal per mole): 38.1
HOMO-LUMO gap (eV): 9.9
M (g mol⁻¹): 91.22
Strongest force on any atom (eV/A): 4.36

Here are the Löwdin charges for atoms 1 to 4, given in e:
1 N -0.2972
2 O -0.4860
3 Si 0.5687
4 Si 0.3959

(13)
The following is a quantum chemistry calculation of a cluster of 2 separate species, H5NP4 in total, from OMol25.

Cartesian coordinates (Å):
N -0.130 -0.369 -0.238
P 1.055 0.193 0.608
P 2.924 0.471 -0.558
H 0.700 1.535 1.184
H 2.905 -0.946 -1.062
H 4.035 0.102 0.308
P -2.177 1.141 -0.671
P -3.585 -0.517 -0.201
H -3.235 -0.218 1.122
H -2.492 -1.391 -0.492

## Properties
Energy relative to the best compared isomer or geometry (same formula, charge and spin) (kcal per mole): 98.1
Structure (SMILES): N#[PH]P.P#[PH2]
HOMO-LUMO gap (alpha / beta) (eV): 7.1 / 5.7
M (g mol⁻¹): 142.94
Strongest force on any atom (eV/A): 2.23

Here are the Löwdin charges for atoms 1 to 4, given in e:
1 N -0.5882
2 P 0.2683
3 P 0.4255
4 H -0.0869

(14)
The following is a quantum chemistry calculation of a cluster of 2 separate species, H5NS2 in total, from OMol25.

Cartesian coordinates (Å):
S 1.354 0.628 1.099
S 2.169 -0.207 -0.632
H 0.611 1.524 0.408
H 2.623 -1.277 0.009
N -1.526 0.045 -0.121
H -0.990 -0.787 -0.347
H -2.015 0.308 -0.967
H -2.226 -0.234 0.552

## Properties
Energy relative to the best compared isomer or geometry (same formula, charge and spin) (kcal per mole): 5.6
Structure (SMILES): SS.N
HOMO-LUMO gap (eV): 8.7
M (g mol⁻¹): 83.18
Strongest force on any atom (eV/A): 0.51

Here are the Löwdin charges for atoms 1 to 4, given in e:
1 S 0.2041
2 S 0.2142
3 H -0.1966
4 H -0.2205

(15)
The following is a quantum chemistry calculation of a cluster of 3 separate species, H5O2S in total, from OMol25.

Cartesian coordinates (Å):
S 0.005 -0.144 -0.202
H -1.135 0.593 0.311
H 1.337 1.767 0.264
H 2.243 1.928 1.524
O 2.007 2.435 0.707
H -0.956 -1.863 -0.365
H -2.095 -2.110 -1.377
O -1.406 -2.605 -0.861

## Properties
Energy relative to the best compared isomer or geometry (same formula, charge and spin) (kcal per mole): 8.5
HOMO-LUMO gap (eV): 7.7
Net charge: -1
M (g mol⁻¹): 69.11
Strongest force on any atom (eV/A): 2.55

Here are the Löwdin charges for atoms 1 to 4, given in e:
1 S -0.0055
2 H -0.2814
3 H -0.0759
4 H 0.0163

(16)
The following is a quantum chemistry calculation of a cluster of 3 separate species, H5O3 in total, from OMol25.

Cartesian coordinates (Å):
O 0.389 -2.018 1.286
H -0.062 -1.770 2.104
O -0.116 2.320 -0.788
H -0.221 1.285 -0.554
H 0.840 2.318 -0.843
O -0.079 -0.230 -0.628
H 0.150 -1.382 0.517
H -0.901 -0.522 -1.095

## Properties
Energy relative to the best compared isomer or geometry (same formula, charge and spin) (kcal per mole): 3.2
HOMO-LUMO gap (eV): 8.9
Net charge: -1
M (g mol⁻¹): 53.04
Strongest force on any atom (eV/A): 1.42

Here are the Löwdin charges for atoms 1 to 4, given in e:
1 O -0.1834
2 H -0.0112
3 O -0.2239
4 H -0.0279

(17)
The following is a quantum chemistry calculation of a cluster of 3 separate species, H5O3 in total, from OMol25.

Cartesian coordinates (Å):
O 0.700 1.589 1.957
H 1.148 1.792 1.117
O -1.271 -1.397 -1.753
H -0.913 -0.804 -1.066
H -0.420 -1.690 -2.114
O -0.074 0.074 -0.065
H 0.224 0.878 1.477
H 0.605 -0.442 0.447

## Properties
Energy relative to the best compared isomer or geometry (same formula, charge and spin) (kcal per mole): 16.0
HOMO-LUMO gap (alpha / beta) (eV): 11.5 / 7.0
Expectation value of S²: 0.75
Spin multiplicity: 2
M (g mol⁻¹): 53.04
Strongest force on any atom (eV/A): 1.87

Here are the Löwdin charges for atoms 1 to 4, given in e:
1 O -0.0831
2 H 0.0328
3 O -0.0822
4 H -0.0643